The following is a quantum chemistry calculation of a cluster of 7 separate species, H14O7 in total in a non-equilibrium geometry, from the OMol25 dataset.

Each atom is followed by the atoms it is bonded to, with distances in Å.
Atoms and positions in Å:
1 O 1.06 -1.23 -0.53  H2 1.013, H3 0.994
2 H 1.37 -0.27 -0.68  O1 1.013
3 H 0.21 -1.26 -1.04  O1 0.994
4 O -0.62 1.19 -1.46  H5 0.949, H6 1.000
5 H -0.54 0.54 -2.15  O4 0.949
6 H 0.28 1.17 -1.02  O4 1.000
7 O -1.45 -1.99 -1.73  H8 0.963, H9 0.949
8 H -1.81 -1.45 -1.02  O7 0.963
9 H -0.99 -2.69 -1.29  O7 0.949
10 O 1.14 1.46 1.96  H11 1.001, H12 0.916
11 H 0.64 0.60 1.86  O10 1.001
12 H 1.70 1.45 2.68  O10 0.916
13 O 0.11 -1.07 1.94  H14 0.981, H15 0.955
14 H 0.72 -1.18 1.18  O13 0.981
15 H -0.74 -0.92 1.53  O13 0.955
16 O -2.09 -0.09 0.38  H17 0.990, H18 0.986
17 H -2.60 0.60 0.88  O16 0.990
18 H -1.66 0.47 -0.30  O16 0.986
19 O 1.82 1.58 -0.57  H20 0.963, H21 0.971
20 H 1.99 2.44 -0.95  O19 0.963
21 H 1.77 1.72 0.39  O19 0.971

The value obtained for the relative energy (zero: lowest compared OMol25 entry of this formula, charge and spin) is 74.6 kJ/mol. Its SMILES is O.O.O.O.O.O.O. As for the orbital gap: 11.646 eV.

Löwdin atomic charge list, values in e, 5 entries:
1. O -0.083
2. H 0.049
3. H 0.019
4. O -0.059
5. H 0.044